Below is a molecular structure, C3H9NO2Si, with properties calculated with wB97M-V/def2-TZVPD.

The value obtained for the calculated total energy is -614.25629 Ha. The value obtained for the energy relative to the best compared isomer or geometry (same formula, charge and spin) is 182.3 kcal per mole. The HOMO energy (spin up / spin down) comes out at -9.655 / -9.156 eV. Its total charge is 0.

The geometry in XYZ format:
```
16
C3H9NO2Si | the OMol25 dataset | wB97M-V/def2-TZVPD
C -0.281 0.530 1.722
C -0.038 -1.533 -0.687
C -0.584 1.556 -1.316
N -2.472 -0.347 -0.055
O -3.473 1.149 0.282
O -3.076 -1.350 -0.175
Si -0.737 0.134 -0.079
H 0.713 0.964 1.784
H -0.986 1.241 2.144
H -0.293 -0.362 2.343
H -0.527 -1.840 -1.606
H 1.031 -1.507 -0.881
H -0.217 -2.316 0.048
H -1.279 2.349 -1.060
H 0.420 1.969 -1.321
H -0.813 1.228 -2.327
```